# C31H39ClN6OTi

A structure of composition C31H39ClN6OTi (wB97M-V/def2-TZVPD, the Open Molecules 2025 dataset).

XYZ file:
```
79
Properties=species:S:1:pos:R:3
Ti 1.0577 -0.5198 -0.3829
Cl 1.5756 0.4363 -2.4267
O -0.1425 -1.8666 -2.5143
N -0.3188 -3.9753 -3.2747
N -0.3195 -1.7959 0.3839
N -1.2975 1.3884 -1.8766
N 2.1588 1.0865 0.1803
N -0.1273 0.8382 1.1764
N 1.9810 -1.1336 1.3494
C 0.0820 -2.5016 1.4371
C 0.2601 2.0832 1.0806
C -2.5750 0.6753 1.8684
C 0.5526 -4.3638 4.0216
C -2.3740 1.6234 -4.0032
C -2.8083 -1.6203 0.7096
C -2.0950 3.5238 -2.6225
C -2.5793 2.9852 -3.8062
C -1.0941 0.4734 2.1975
C 1.2877 -3.2117 4.3030
C 1.2830 -1.9472 2.0962
C 2.0591 3.4362 -0.1740
C 1.3856 -3.4662 -1.6135
C 0.6499 5.2608 0.7966
C -0.5117 -3.7076 1.8432
C 3.5901 1.0708 -0.0144
C -3.3103 3.8167 -4.8201
C 3.2584 -0.6329 1.8279
C -1.7342 0.8772 -3.0295
C 1.6457 4.7511 -0.0129
C 2.1991 -2.2780 -1.0927
C 0.2630 -3.0185 -2.5084
C -1.6377 -2.0634 -0.1821
C -3.0466 -0.1024 0.6448
C -1.4722 2.6954 -1.7010
C 1.5162 2.2388 0.3147
C -0.1819 4.5283 1.6430
C 4.1472 -0.1947 0.6615
C -0.2288 -4.5630 2.9040
C 1.5987 -2.1675 3.4698
C -0.3369 3.1684 1.7840
H -1.0627 -3.7207 -3.9003
H -1.7509 -3.1272 -0.4270
H -2.6368 -1.9483 1.7398
H -3.1485 0.3647 2.7480
H 0.5214 6.3363 0.8015
H 0.5585 -5.1493 4.7668
H 0.0314 -4.9146 -3.2944
H -1.1018 3.1124 -0.7736
H 4.2121 -1.0110 -0.0571
H 2.0195 -4.1660 -2.1705
H 2.9053 3.3007 -0.8352
H 3.7748 -1.4221 2.3825
H -3.1590 4.8798 -4.6391
H -2.9735 3.5790 -5.8291
H 2.8116 -1.9156 -1.9227
H -1.0732 2.8863 2.5242
H -0.7675 -5.5045 2.8774
H -1.2769 -4.0803 1.1742
H -1.7188 -1.5156 -1.1133
H 3.1120 0.2164 2.5080
H -1.5459 -0.1773 -3.1836
H -3.7003 -2.1382 0.3500
H -2.7814 1.7350 1.6953
H -2.5334 0.2975 -0.2264
H -0.9480 -0.5840 2.4140
H 4.0265 1.9509 0.4692
H -2.7062 1.1449 -4.9167
H -4.3808 3.6097 -4.7655
H -0.8703 1.0085 3.1283
H 0.9422 -4.0270 -0.7836
H 2.8769 -2.6906 -0.3425
H -4.1136 0.0941 0.5142
H 2.2022 -1.3852 3.9124
H -0.8412 5.1260 2.2646
H 1.7057 -3.1482 5.3021
H 3.8578 1.0875 -1.0760
H -2.1928 4.5816 -2.4115
H 2.2152 5.4798 -0.5801
H 5.1503 0.0072 1.0382
```

As for the energy relative to the best compared isomer or geometry (same formula, charge and spin): 98.62 kJ/mol. Its spin multiplicity is 1. The net charge is 0.

Results of the Mulliken charge analysis, in e, for atoms 1 through 8: -1.15, -0.47, -0.49, -0.45, 2.94, 0.07, 0.65, 1.00